Here is a 11-piece molecular cluster, C57H144N8O19 overall in a non-equilibrium geometry from OMol25. Energies are from ωB97M-V/def2-TZVPD.

strongest force on any atom = 1.80 eV/A
relative energy (zero: lowest compared OMol25 entry of this formula, charge and spin) = 5.0 kJ/mol
SMILES = COCCNCCOC.COCCNCCOC.COCCNCCOC.COCCNCCOC.COCCNCCOC.COCCNCCOC.COCCNCCOC.COCCNCCOC.CC(C)O.CC(C)O.CC(C)O
LUMO = 0.022 Ha
calculated total energy = -112256.7769 eV

Last column: Mulliken charge in e.
Positions of all 228 atoms, in Å:
O (12.318, -18.581, 8.128)  0.366
O (22.266, -28.125, 5.755)  -0.568
O (9.482, -11.881, 8.484)  -0.269
O (14.973, -25.552, 10.370)  -0.185
O (20.681, -19.561, 3.638)  -0.130
O (14.110, -15.345, 5.491)  -0.349
O (16.118, -25.288, 5.218)  -0.138
O (22.476, -17.950, 9.715)  -0.577
O (14.441, -18.727, 3.735)  -0.509
O (15.953, -12.366, 9.210)  -0.086
O (13.235, -31.587, 8.185)  -0.204
O (17.602, -16.642, 8.383)  -0.676
O (19.372, -22.804, 6.533)  -0.446
O (19.207, -23.361, 1.742)  -0.181
O (7.251, -21.592, 11.101)  -0.339
O (15.267, -14.643, 12.758)  -0.118
O (17.207, -28.581, 6.498)  -0.120
O (15.021, -18.416, 13.467)  -0.511
O (16.703, -21.642, 8.808)  0.478
N (14.482, -12.234, 11.569)  -0.190
N (11.583, -12.944, 6.681)  -0.311
N (19.070, -20.460, 1.511)  -0.471
N (17.868, -19.861, 6.707)  1.398
N (14.879, -26.947, 7.490)  -0.379
N (8.757, -19.472, 8.532)  -0.324
N (15.420, -31.040, 6.476)  -0.394
N (15.027, -20.976, 6.561)  0.197
C (15.214, -18.211, 2.692)  -0.617
C (18.395, -22.667, 0.812)  -1.093
C (17.538, -22.636, 9.355)  -0.027
C (15.470, -15.573, 5.793)  0.871
C (15.336, -21.984, 8.800)  1.201
C (16.208, -24.426, 4.107)  -0.178
C (15.185, -25.524, 7.437)  -0.172
C (15.778, -11.097, 9.822)  -0.715
C (9.452, -11.738, 7.058)  -0.633
C (19.579, -24.644, 1.305)  -0.818
C (18.374, -27.948, 6.925)  0.055
C (17.919, -21.360, 1.470)  0.286
C (13.547, -19.998, 12.301)  -1.340
C (20.431, -19.069, 10.189)  -1.042
C (19.176, -24.146, 6.150)  -0.336
C (18.537, -22.009, 5.695)  0.953
C (14.417, -26.786, 9.967)  -1.348
C (21.724, -18.984, 4.369)  -0.908
C (16.163, -25.686, 11.115)  -0.639
C (21.966, -19.930, 8.454)  -1.160
C (17.215, -17.962, 8.013)  1.856
C (8.349, -21.146, 10.310)  -0.377
C (22.565, -29.128, 3.522)  -1.348
C (17.454, -29.801, 5.817)  -0.516
C (15.560, -11.289, 11.300)  -0.495
C (20.017, -18.629, 2.821)  -1.126
C (15.297, -13.474, 13.558)  -0.587
C (9.072, -10.689, 9.124)  -0.761
C (15.000, -24.980, 6.033)  -0.875
C (15.199, -19.538, 4.606)  0.394
C (7.882, -19.875, 9.624)  -0.548
C (13.468, -32.406, 7.071)  -0.691
C (14.247, -12.514, 12.964)  -0.896
C (18.849, -20.526, 5.860)  1.188
C (14.657, -18.959, 12.194)  0.909
C (16.329, -12.298, 7.861)  -0.535
C (12.172, -14.040, 5.904)  -0.525
C (15.097, -27.538, 8.816)  0.241
C (16.079, -15.673, 13.258)  -0.539
C (11.001, -18.878, 7.736)  -0.865
C (13.618, -14.286, 6.297)  -0.130
C (16.131, -30.381, 5.389)  -0.774
C (16.673, -16.075, 9.266)  -0.191
C (18.757, -19.210, 2.225)  0.849
C (15.868, -19.479, 11.456)  -0.766
C (12.699, -32.286, 9.281)  -0.795
C (21.618, -28.529, 4.554)  0.702
C (7.620, -22.532, 12.082)  -0.679
C (10.135, -12.959, 6.485)  -0.642
C (14.546, -21.021, 7.949)  -0.347
C (10.123, -19.132, 8.973)  -0.381
C (21.894, -19.237, 9.829)  0.515
C (12.532, -17.229, 8.465)  -1.099
C (14.146, -31.561, 5.997)  -0.698
C (18.281, -18.514, 7.092)  -1.182
C (20.983, -27.274, 3.935)  -0.984
C (14.371, -19.893, 5.827)  -0.116
H (15.019, -13.748, 14.582)  0.470
H (11.628, -14.985, 6.055)  0.198
H (14.871, -22.048, 9.794)  0.363
H (20.270, -27.544, 3.156)  0.420
H (13.499, -17.085, 8.948)  -0.331
H (8.376, -18.618, 8.136)  0.261
H (17.471, -21.625, 2.436)  -0.312
H (12.623, -31.639, 10.150)  0.215
H (17.320, -11.857, 7.705)  0.403
H (19.072, -27.745, 6.105)  -0.313
H (18.113, -24.408, 6.095)  -0.108
H (14.196, -13.366, 6.159)  0.373
H (15.622, -15.773, 6.858)  -0.559
H (19.547, -24.335, 5.133)  0.124
H (15.607, -16.092, 9.008)  -0.327
H (22.154, -19.735, 5.035)  0.217
H (15.280, -10.343, 11.772)  0.390
H (12.442, -16.589, 7.584)  0.688
H (22.565, -18.741, 3.704)  0.368
H (23.165, -29.897, 4.016)  0.395
H (6.749, -22.750, 12.694)  0.251
H (14.137, -25.517, 5.613)  0.459
H (16.953, -15.036, 9.452)  0.274
H (15.562, -20.442, 4.096)  0.150
H (8.442, -22.169, 12.706)  0.290
H (16.084, -15.807, 14.347)  0.352
H (15.601, -11.715, 7.285)  0.362
H (12.067, -13.774, 4.852)  0.305
H (17.648, -20.453, 7.506)  -0.304
H (16.701, -16.532, 10.269)  0.273
H (9.690, -13.898, 6.843)  0.323
H (16.655, -10.463, 9.670)  0.321
H (16.382, -31.152, 4.650)  0.472
H (15.742, -16.488, 5.266)  -0.550
H (13.377, -26.606, 9.703)  0.342
H (16.296, -13.026, 13.523)  0.307
H (14.728, -28.567, 8.821)  0.206
H (19.738, -17.749, 3.423)  0.420
H (14.237, -11.587, 13.545)  0.411
H (18.571, -22.412, 9.094)  0.018
H (16.107, -19.003, 4.920)  -0.301
H (18.925, -28.538, 7.673)  0.402
H (21.995, -29.619, 2.728)  0.349
H (15.330, -24.502, 3.454)  0.467
H (17.162, -20.932, 0.810)  0.420
H (22.378, -19.877, 10.572)  0.254
H (15.773, -19.678, 10.388)  -0.150
H (19.973, -24.598, 0.280)  0.406
H (15.539, -29.614, 4.868)  0.293
H (16.101, -17.665, 3.039)  0.187
H (20.352, -18.603, 11.176)  0.486
H (13.353, -20.156, 5.537)  0.553
H (13.456, -30.746, 5.732)  0.339
H (14.463, -27.459, 10.835)  0.553
H (15.798, -16.623, 12.810)  -0.143
H (18.216, -27.003, 7.447)  -0.044
H (14.204, -32.171, 5.093)  0.454
H (16.241, -23.395, 4.482)  -0.291
H (16.503, -11.580, 11.786)  0.266
H (19.922, -18.367, 9.526)  0.114
H (11.708, -32.672, 9.006)  0.301
H (16.013, -20.738, 6.636)  -0.252
H (18.296, -18.492, 1.545)  0.461
H (21.760, -26.656, 3.488)  0.551
H (10.515, -20.030, 9.450)  0.201
H (17.146, -18.582, 8.917)  -0.094
H (12.770, -19.675, 12.994)  0.486
H (13.500, -21.331, 7.879)  0.586
H (16.112, -14.750, 5.466)  0.500
H (20.825, -29.216, 4.869)  0.034
H (17.316, -23.604, 8.886)  -0.556
H (11.818, -16.913, 9.237)  0.376
H (13.168, -20.294, 11.324)  0.183
H (6.868, -20.000, 9.246)  0.408
H (18.577, -22.249, 4.625)  0.206
H (8.657, -21.966, 9.654)  0.354
H (19.894, -20.353, 6.137)  -0.407
H (13.310, -33.162, 9.541)  0.338
H (10.509, -18.055, 7.204)  0.274
H (7.929, -23.460, 11.585)  0.282
H (13.275, -12.989, 13.116)  0.342
H (16.380, -13.323, 7.499)  -0.187
H (9.143, -10.834, 10.201)  0.237
H (19.009, -22.417, -0.058)  0.462
H (14.873, -10.685, 9.361)  0.394
H (20.470, -26.731, 4.729)  -0.204
H (18.681, -20.152, 4.851)  -1.516
H (17.105, -24.571, 3.507)  0.027
H (12.581, -32.884, 6.636)  0.430
H (21.258, -20.751, 8.324)  0.103
H (23.352, -18.037, 9.328)  0.333
H (13.999, -20.904, 12.725)  0.396
H (18.293, -17.904, 6.179)  0.150
H (9.710, -9.849, 8.832)  0.312
H (16.227, -25.331, 7.751)  -0.180
H (16.172, -27.668, 9.027)  0.092
H (21.736, -19.191, 7.679)  0.331
H (18.037, -19.384, 3.036)  -0.832
H (16.679, -18.746, 11.526)  0.247
H (15.960, -26.237, 12.040)  0.391
H (19.658, -24.894, 6.780)  0.414
H (8.399, -11.744, 6.760)  0.393
H (14.691, -13.104, 11.092)  0.180
H (19.904, -20.021, 10.177)  0.238
H (20.408, -24.952, 1.939)  0.123
H (9.857, -12.949, 5.422)  0.456
H (15.559, -27.412, 6.894)  0.398
H (14.267, -18.103, 11.628)  -0.124
H (9.166, -20.930, 11.010)  0.204
H (17.421, -22.739, 10.438)  0.232
H (11.721, -13.092, 7.676)  0.231
H (18.043, -30.496, 6.426)  0.436
H (7.819, -19.104, 10.408)  0.266
H (17.512, -23.278, 0.585)  0.447
H (19.815, -20.938, 2.009)  0.419
H (14.603, -17.521, 2.112)  0.366
H (15.561, -18.996, 2.006)  0.214
H (23.190, -28.407, 2.998)  0.297
H (14.302, -19.000, 6.460)  -0.404
H (13.710, -14.627, 7.336)  0.043
H (15.184, -30.305, 7.140)  0.207
H (19.311, -18.583, 7.455)  -0.204
H (16.931, -26.204, 10.530)  0.216
H (14.733, -23.918, 6.047)  0.121
H (17.134, -15.462, 13.023)  0.305
H (17.510, -22.274, 5.986)  -0.514
H (14.567, -20.016, 8.398)  -0.492
H (18.087, -29.568, 4.948)  0.248
H (16.245, -17.905, 7.507)  -0.451
H (10.084, -18.268, 9.643)  0.339
H (16.311, -20.408, 11.832)  0.386
H (22.712, -28.872, 6.164)  0.334
H (14.563, -24.954, 8.124)  0.727
H (21.453, -18.106, 4.963)  0.356
H (18.774, -25.385, 1.293)  0.306
H (10.010, -10.858, 6.729)  0.341
H (11.029, -19.781, 7.133)  0.263
H (14.320, -18.657, 14.079)  0.314
H (16.533, -24.688, 11.336)  0.127
H (8.032, -10.434, 8.889)  0.289
H (22.957, -20.297, 8.166)  0.445
H (14.139, -33.225, 7.363)  0.359
H (15.209, -22.994, 8.384)  -1.586
H (20.670, -18.244, 2.024)  0.455